DFT (ωB97M-V/def2-TZVPD) results for a structure of composition C43H46BBrN7O9Y in a non-equilibrium geometry.

Cartesian coordinates (Å):
Y (-0.4215, 0.3044, -0.3337)
C (-2.3455, 4.5387, 0.5053)
C (-1.2869, 3.5239, 0.1006)
N (-1.8401, 2.4197, -0.4097)
N (-3.1135, 2.4377, -0.7942)
C (-3.4730, 1.1311, -1.1175)
O (-2.6511, 0.2042, -1.3258)
C (-4.9208, 0.8303, -1.0858)
C (-5.1691, -0.5243, -0.6901)
C (-6.4513, -0.9394, -0.5215)
C (-7.4937, -0.0520, -0.7783)
C (-7.2169, 1.2354, -1.2822)
C (-5.9365, 1.6671, -1.5097)
C (0.0855, 3.5718, 0.4031)
C (0.5858, 4.6903, 1.1504)
C (1.9759, 4.8880, 1.2410)
C (2.8438, 3.8363, 0.7939)
C (2.2399, 2.7976, 0.0808)
N (0.9229, 2.6938, -0.0830)
H (-3.1171, 4.0679, 1.1374)
H (-2.9749, 4.7821, -0.3518)
H (-2.0280, 5.4463, 1.0212)
H (-4.2484, -1.1205, -0.6349)
H (-6.6736, -2.0157, -0.2048)
H (-8.5213, -0.2842, -0.4565)
H (-8.0653, 1.9508, -1.3485)
H (-5.6481, 2.6263, -1.9045)
H (-0.0998, 5.4186, 1.6011)
H (2.3006, 5.7317, 1.7202)
H (3.8965, 3.9006, 1.0205)
H (2.8474, 2.0521, -0.3902)
O (2.8677, 5.1338, -6.5615)
C (1.6507, 5.0777, -5.8893)
O (0.9439, 6.0784, -5.8518)
C (1.2007, 3.7780, -5.3502)
C (1.9755, 2.5691, -5.4201)
C (1.5899, 1.4798, -4.6997)
C (0.4952, 1.5558, -3.8716)
C (-0.2471, 2.7263, -3.7537)
C (0.1115, 3.8652, -4.4428)
N (0.1361, 0.4958, -2.9873)
C (0.2965, -0.6844, -3.6024)
C (-0.0095, -1.9456, -2.9499)
C (-0.1353, -3.1802, -3.6129)
C (-0.7064, -4.2927, -2.9897)
C (-1.1840, -4.1840, -1.6737)
C (-0.9239, -3.0037, -1.0307)
N (-0.3796, -1.9014, -1.6277)
H (3.5422, 4.7696, -5.9833)
H (2.8512, 2.5118, -6.0866)
H (2.1776, 0.5022, -4.7718)
H (-1.1595, 2.6022, -3.1309)
H (-0.4679, 4.7845, -4.3918)
H (0.6152, -0.7760, -4.6238)
H (0.0396, -3.1374, -4.6600)
H (-0.6771, -5.2795, -3.5721)
H (-1.6640, -5.0522, -1.1745)
H (-1.2176, -2.8987, -0.0104)
Br (6.2879, -3.1491, -4.3541)
C (5.0274, -2.9809, -2.9119)
C (4.6940, -4.1371, -2.1737)
N (3.9461, -4.0901, -1.0748)
C (3.4746, -2.9144, -0.6690)
C (3.6193, -1.6877, -1.4819)
C (4.5522, -1.7226, -2.4877)
C (3.0446, -0.3371, -1.0580)
O (3.6606, 0.6825, -1.4704)
O (1.8957, -0.2505, -0.4078)
H (5.0178, -5.1653, -2.4453)
H (2.2040, -1.9272, 0.5478)
H (4.6439, -0.7777, -3.0180)
O (-0.8583, -1.3222, 1.0691)
O (-0.1073, 0.8026, 1.7379)
C (3.4475, -4.8493, 1.8369)
C (2.7574, -3.4605, 1.7833)
C (3.1836, -2.5226, 2.8866)
C (1.2502, -3.8170, 2.0719)
N (2.8074, -2.7993, 0.5023)
H (3.2057, -5.2781, 2.8072)
H (4.5488, -4.6732, 1.7564)
H (3.1301, -5.4657, 0.9995)
H (3.4951, -3.0314, 3.8374)
H (2.3362, -1.8026, 3.1814)
H (4.0797, -1.8888, 2.5575)
H (1.1852, -4.1308, 3.1098)
H (0.7498, -4.5905, 1.4487)
H (0.6417, -2.8998, 1.9730)
C (-0.7377, -2.0269, 5.3128)
C (-0.4626, -0.7015, 4.6105)
C (0.6144, 0.0661, 5.4206)
O (0.0242, -1.0328, 3.3246)
B (-0.6892, -0.3970, 2.1164)
O (-2.0454, -0.0760, 2.8683)
C (-1.7577, 0.2485, 4.1466)
C (-1.5815, 1.7594, 4.1921)
C (-2.9541, -0.1393, 5.0471)
H (0.1971, -2.5400, 5.2372)
H (-1.5036, -2.6527, 4.8309)
H (-0.8643, -1.9004, 6.4113)
H (1.2424, -0.7172, 5.8485)
H (0.1506, 0.5520, 6.2835)
H (1.1882, 0.7655, 4.8013)
H (-0.6871, 1.8949, 3.5998)
H (-1.3694, 2.1664, 5.1924)
H (-2.4543, 2.2832, 3.6768)
H (-3.4942, -0.9708, 4.5539)
H (-3.6975, 0.6677, 5.0230)
H (-2.7631, -0.4682, 6.1159)

Summary:
net charge = -2
LUMO level = 2.768 eV
Kohn-Sham gap = 4.16 eV
ΔE to the lowest compared entry with this formula, charge and spin = 103.6 kJ/mol
strongest force on any atom = 5.50 eV Å⁻¹

DFT (ωB97M-V/def2-TZVPD) results for the molecule C5H8O2.

Cartesian coordinates (Å):
C (1.9678, -1.3468, -0.8835)
C (0.9248, -0.7484, -0.9645)
C (-0.2834, 0.1020, -1.0359)
O (0.1052, 1.4764, -1.0613)
C (-1.2050, -0.0621, 0.1810)
C (-0.4511, -0.1122, 1.5073)
O (0.2347, 1.0839, 1.8013)
H (2.8981, -1.8627, -0.7767)
H (-0.8470, -0.1360, -1.9507)
H (0.6707, 1.6115, -1.8327)
H (-1.8800, 0.8022, 0.1692)
H (-1.8047, -0.9729, 0.0623)
H (-1.1621, -0.2744, 2.3231)
H (0.2316, -0.9776, 1.4913)
H (0.6004, 1.4173, 0.9699)

Summary:
LUMO level = 0.715 eV
Kohn-Sham gap = 10.67 eV
ΔE to the lowest compared entry with this formula, charge and spin = 237.8 kJ/mol
strongest force on any atom = 0.54 eV Å⁻¹

DFT (ωB97M-V/def2-TZVPD) results for a cluster of 7 separate species, C33H82BNO9P in total.

Cartesian coordinates (Å):
C (0.9465, -4.1984, -0.0894)
C (1.7251, -3.1753, 0.2829)
C (1.9266, -2.0200, -0.6203)
O (1.5626, -2.0297, -1.7672)
O (2.6552, -0.9657, -0.1666)
C (2.3486, -0.4480, 1.1368)
C (1.2332, 0.5860, 1.1489)
C (-0.1599, 0.0416, 0.7453)
C (-0.5805, 0.3955, -0.6782)
C (-2.1119, 0.3319, -0.9707)
C (-2.9767, -0.4121, 0.0467)
P (-2.7777, -2.3596, -0.0187)
B (-2.5485, -2.5789, 1.9385)
N (-1.4439, -3.4257, 2.4687)
O (-3.3943, -1.9978, 2.8950)
H (0.2237, -4.0434, -0.8833)
H (1.0461, -5.1497, 0.4186)
H (2.1787, -3.1495, 1.2680)
H (3.2708, 0.0221, 1.4898)
H (2.1040, -1.2315, 1.8576)
H (1.1716, 0.9258, 2.1903)
H (1.4992, 1.4742, 0.5682)
H (-0.1471, -1.0420, 0.8989)
H (-0.8901, 0.4678, 1.4345)
H (-0.2519, 1.4313, -0.8392)
H (-0.0585, -0.2017, -1.4238)
H (-2.4520, 1.3612, -1.1403)
H (-2.2651, -0.2020, -1.9169)
H (-2.8861, -0.0081, 1.0619)
H (-4.0251, -0.2403, -0.2304)
H (-4.2766, -2.5153, 0.1135)
H (-2.9516, -2.2945, -1.4771)
H (-1.3000, -2.2751, -0.2323)
H (-2.6222, -3.8819, -0.1093)
H (-0.5647, -2.9276, 2.5246)
H (-1.3143, -4.2220, 1.8547)
H (-4.0812, -2.5995, 3.1913)
C (-1.7526, 5.1865, 1.9428)
C (-2.7627, 4.2017, 1.3745)
O (-2.5466, 2.8650, 1.7629)
C (-2.5929, 2.5867, 3.1479)
C (-3.9248, 2.9192, 3.7961)
H (-0.7391, 4.8924, 1.6656)
H (-1.9455, 6.1876, 1.5532)
H (-1.8003, 5.2388, 3.0317)
H (-2.6915, 4.1955, 0.2863)
H (-3.7843, 4.5187, 1.6221)
H (-1.7716, 3.0922, 3.6725)
H (-2.4088, 1.5147, 3.2278)
H (-4.1517, 3.9867, 3.7536)
H (-3.9160, 2.6254, 4.8468)
H (-4.7303, 2.3844, 3.2900)
C (7.9350, -1.5108, -2.4543)
C (7.8626, -0.1745, -1.7332)
O (7.1967, 0.8395, -2.4566)
C (5.8391, 0.5694, -2.7875)
C (4.9353, 0.3240, -1.5942)
H (8.4177, -1.3943, -3.4260)
H (8.5097, -2.2243, -1.8618)
H (6.9459, -1.9386, -2.6204)
H (8.8723, 0.2059, -1.5703)
H (7.4101, -0.3029, -0.7426)
H (5.7807, -0.2722, -3.4875)
H (5.5005, 1.4516, -3.3312)
H (5.2254, -0.5630, -1.0313)
H (3.9097, 0.1791, -1.9227)
H (4.9653, 1.1776, -0.9133)
C (1.9229, -4.3067, -3.9039)
C (1.9104, -4.9447, -5.2809)
O (2.2542, -4.0580, -6.3356)
C (3.5301, -3.4580, -6.2454)
C (4.6850, -4.4466, -6.2268)
H (1.2547, -3.4486, -3.8596)
H (1.5991, -5.0295, -3.1544)
H (2.9176, -3.9600, -3.6197)
H (0.9039, -5.2914, -5.5178)
H (2.5594, -5.8298, -5.3024)
H (3.5821, -2.7953, -5.3741)
H (3.6099, -2.8230, -7.1289)
H (4.6568, -5.0906, -5.3471)
H (5.6347, -3.9094, -6.2147)
H (4.6567, -5.0849, -7.1117)
C (-8.0336, 7.0564, 3.7231)
C (-6.7908, 6.1842, 3.7863)
O (-6.5110, 5.6672, 5.0731)
C (-7.5088, 4.8414, 5.6460)
C (-7.8422, 3.6088, 4.8238)
H (-7.9551, 7.8848, 4.4290)
H (-8.1517, 7.4634, 2.7183)
H (-8.9390, 6.4971, 3.9627)
H (-5.9151, 6.7777, 3.5219)
H (-6.8539, 5.3741, 3.0509)
H (-8.4174, 5.4207, 5.8513)
H (-7.1046, 4.5395, 6.6124)
H (-8.2684, 3.8663, 3.8533)
H (-8.5700, 2.9901, 5.3500)
H (-6.9452, 3.0148, 4.6454)
C (4.3426, 0.6122, 6.5151)
C (4.1234, 0.0463, 5.1222)
O (4.3640, 0.9706, 4.0787)
C (5.6701, 1.5049, 3.9954)
C (6.7549, 0.4615, 3.7855)
H (3.7196, 1.4940, 6.6701)
H (4.0823, -0.1352, 7.2653)
H (5.3813, 0.9022, 6.6817)
H (3.0794, -0.2453, 5.0079)
H (4.7211, -0.8617, 4.9791)
H (5.8933, 2.1181, 4.8770)
H (5.6463, 2.1804, 3.1401)
H (6.8292, -0.2291, 4.6268)
H (7.7236, 0.9494, 3.6701)
H (6.5509, -0.1237, 2.8877)
C (-4.4821, -0.5383, -5.7458)
C (-3.2936, -0.7374, -4.8169)
O (-3.1284, -2.0632, -4.3692)
C (-2.9154, -3.0432, -5.3595)
C (-1.6769, -2.8110, -6.2106)
H (-5.4011, -0.8702, -5.2604)
H (-4.5831, 0.5179, -6.0015)
H (-4.3744, -1.0970, -6.6777)
H (-3.4368, -0.1500, -3.9103)
H (-2.3741, -0.3684, -5.2894)
H (-3.8030, -3.1503, -5.9985)
H (-2.8095, -3.9790, -4.8092)
H (-1.7475, -1.8913, -6.7942)
H (-1.5385, -3.6368, -6.9109)
H (-0.7876, -2.7402, -5.5846)

Summary:
net charge = -1
LUMO level = 2.217 eV
Kohn-Sham gap = 4.66 eV
ΔE to the lowest compared entry with this formula, charge and spin = 0.0 kJ/mol
strongest force on any atom = 0.84 eV Å⁻¹

DFT (ωB97M-V/def2-TZVPD) results for a structure of composition C29H26BrN8O7Ru in a non-equilibrium geometry.

Cartesian coordinates (Å):
Ru (-0.5786, 0.0211, -0.7074)
Br (-6.2163, -2.3009, 3.8898)
C (-5.1907, -1.6888, 2.4806)
C (-3.8086, -1.5829, 2.6176)
C (-3.0540, -1.1285, 1.5612)
C (-3.6564, -0.7427, 0.3562)
C (-5.0466, -0.9025, 0.2192)
C (-5.8053, -1.3577, 1.2700)
N (-2.8454, -0.2854, -0.6917)
C (-3.3390, 0.3257, -1.7066)
C (-2.5203, 0.5327, -2.8781)
C (-3.0130, 1.1339, -4.0182)
C (-2.1873, 1.2187, -5.1380)
C (-0.9192, 0.6796, -5.0693)
C (-0.4917, 0.1035, -3.8778)
N (-1.2700, 0.0316, -2.8067)
H (-3.3477, -1.8613, 3.5547)
H (-1.9833, -1.0441, 1.6470)
H (-5.5338, -0.6900, -0.7226)
H (-6.8745, -1.4779, 1.1700)
H (-4.3712, 0.6578, -1.7374)
H (-4.0229, 1.5189, -4.0320)
H (-2.5376, 1.6930, -6.0445)
H (-0.2440, 0.7162, -5.9117)
H (0.5057, -0.3041, -3.7937)
N (-0.2348, -1.9761, -0.2150)
C (0.2566, -2.7769, 0.4715)
N (0.7443, -3.6725, 1.2560)
C (1.2948, -4.9461, 0.7330)
C (2.8106, -4.9419, 0.8677)
C (3.2372, -4.6242, 2.3011)
C (2.6344, -3.3014, 2.7739)
C (1.1183, -3.3296, 2.6465)
H (0.9686, -5.0687, -0.2980)
H (0.8522, -5.7466, 1.3286)
H (3.2296, -4.1974, 0.1831)
H (3.1897, -5.9158, 0.5574)
H (4.3240, -4.5815, 2.3629)
H (2.9156, -5.4297, 2.9679)
H (3.0284, -2.4780, 2.1675)
H (2.8981, -3.0996, 3.8124)
H (0.6569, -2.3789, 2.9113)
H (0.6929, -4.1064, 3.2849)
O (1.6655, 6.3375, 2.6410)
N (1.8367, 6.1663, 1.4551)
O (2.5261, 6.8362, 0.7206)
C (1.1336, 5.0222, 0.8442)
C (1.2781, 4.7848, -0.5087)
C (0.6319, 3.7033, -1.0687)
C (-0.2329, 2.8574, -0.3387)
O (-1.0444, 1.9907, -0.8916)
C (-0.2453, 3.1104, 1.0534)
C (0.3915, 4.1847, 1.6462)
N (-0.8884, 2.1580, 1.9469)
O (-1.2142, 2.5145, 3.0406)
O (-1.0403, 0.9843, 1.5604)
N (0.9106, 3.4300, -2.4839)
O (1.2649, 4.3488, -3.1759)
O (0.8783, 2.2607, -2.8378)
H (1.9024, 5.4277, -1.1149)
H (0.3251, 4.3563, 2.7120)
C (4.1475, 1.2493, -0.5619)
C (3.3972, 1.4946, 0.5807)
C (2.1179, 0.9852, 0.6586)
N (1.5757, 0.2411, -0.3172)
C (2.3233, -0.0246, -1.4044)
C (3.6053, 0.4605, -1.5654)
H (5.1450, 1.6566, -0.6619)
H (3.7970, 2.0703, 1.4035)
H (1.5115, 1.1325, 1.5407)
H (1.8734, -0.6623, -2.1540)
H (4.1613, 0.2282, -2.4623)

Summary:
2S+1 = 2
net charge = +2
LUMO level (alpha / beta) = -7.475 / -7.836 eV
Kohn-Sham gap (alpha / beta) = 5.92 / 5.56 eV
ΔE to the lowest compared entry with this formula, charge and spin = 209.0 kJ/mol
strongest force on any atom = 2.95 eV Å⁻¹
<S²> = 0.757

DFT (ωB97M-V/def2-TZVPD) results for a cluster of 3 separate species, C20H28BF2NO5S3 in total in a non-equilibrium geometry.

Cartesian coordinates (Å):
C (6.5761, 3.6676, -2.7683)
C (5.1493, 3.0229, -2.7761)
C (4.9912, 2.0064, -1.6411)
F (4.9323, 2.6432, -0.3836)
C (3.8137, 1.0494, -1.7533)
C (3.9889, -0.2330, -1.2389)
C (2.9912, -1.1858, -1.2417)
C (1.7350, -0.8836, -1.7698)
C (1.5669, 0.3875, -2.3141)
C (2.5699, 1.3445, -2.3038)
O (2.2855, 2.5918, -2.8379)
S (-0.0314, 0.7311, -3.0469)
C (-1.0885, -0.1497, -1.8906)
C (-0.5804, -1.3336, -1.3756)
C (-1.4027, -2.0227, -0.4783)
C (-2.6243, -1.5025, -0.1304)
F (-3.3566, -2.2020, 0.7788)
C (-3.1267, -0.3296, -0.6485)
C (-2.3426, 0.3657, -1.5686)
B (-2.8723, 1.7052, -2.2309)
O (-2.7802, 1.8653, -3.6209)
O (-3.4506, 2.7152, -1.4919)
C (-4.4562, 3.4135, -2.2546)
N (0.6932, -1.8736, -1.7325)
H (7.2955, 3.0657, -2.1959)
H (6.8820, 3.7984, -3.8148)
H (6.5601, 4.6576, -2.2903)
H (4.8733, 2.6329, -3.7604)
H (4.4610, 3.8529, -2.5470)
H (5.9163, 1.4055, -1.6201)
H (4.9536, -0.5131, -0.8110)
H (3.1565, -2.1730, -0.8165)
H (2.2845, 3.2054, -2.0906)
H (-1.0567, -2.9652, -0.0556)
H (-4.1053, 0.0244, -0.3267)
H (-1.9800, 2.3579, -3.8506)
H (-5.1260, 2.7350, -2.7976)
H (-5.0928, 3.9956, -1.5703)
H (-4.0003, 4.1357, -2.9456)
H (0.9258, -2.4881, -0.9402)
C (0.7237, -3.9888, 2.7404)
S (1.2622, -2.6338, 1.6882)
O (2.5440, -3.0549, 1.0609)
C (1.6603, -1.4947, 3.0171)
H (0.4601, -4.8311, 2.1029)
H (1.5323, -4.2782, 3.4116)
H (-0.1514, -3.6791, 3.3127)
H (2.4090, -1.9399, 3.6728)
H (0.7555, -1.2603, 3.5785)
H (2.0588, -0.5833, 2.5742)
C (-6.1660, -0.5927, 4.5566)
S (-5.8565, -2.3002, 5.0336)
O (-5.6326, -2.3164, 6.5015)
C (-4.2462, -2.4256, 4.2434)
H (-7.1191, -0.2885, 4.9850)
H (-5.3721, 0.0487, 4.9404)
H (-6.2174, -0.5223, 3.4696)
H (-3.5745, -1.6672, 4.6478)
H (-4.3559, -2.2969, 3.1661)
H (-3.8423, -3.4154, 4.4496)

Summary:
LUMO level = 0.261 eV
Kohn-Sham gap = 8.23 eV
strongest force on any atom = 1.80 eV Å⁻¹

DFT (ωB97M-V/def2-TZVPD) results for a cluster of 2 separate species, CH4NO2S2 in total in a non-equilibrium geometry.

Cartesian coordinates (Å):
C (-1.4889, 0.3594, -0.5150)
N (0.1660, -0.8655, 0.6460)
O (1.3784, 1.3717, 0.1686)
O (2.6974, -0.9213, 0.1323)
S (-2.8620, 0.3532, 0.3373)
S (1.3925, -0.3663, -0.3397)
H (-1.2569, -0.4342, -1.1229)
H (-0.7405, 1.1374, -0.6062)
H (0.0888, -1.8409, 0.4297)
H (0.6252, 1.2065, 0.8699)

Summary:
net charge = -1
LUMO level = 3.568 eV
Kohn-Sham gap = 7.81 eV
ΔE to the lowest compared entry with this formula, charge and spin = 347.8 kJ/mol
strongest force on any atom = 3.95 eV Å⁻¹

DFT (ωB97M-V/def2-TZVPD) results for the ion C14H22N3O3P2 with charge +1 in a non-equilibrium geometry.

Cartesian coordinates (Å):
C (4.4311, -0.4238, 1.5020)
N (3.7268, 0.1807, 0.3685)
C (3.3441, -0.7951, -0.6378)
C (2.2885, -0.1705, -1.5047)
N (2.6175, 0.1723, -2.7370)
C (1.7448, 0.7865, -3.6012)
C (0.4933, 1.0610, -3.2128)
C (0.0662, 0.7032, -1.9118)
C (-1.2200, 0.9740, -1.4405)
C (-1.5837, 0.6346, -0.1707)
P (-3.2884, 1.0584, 0.4297)
P (-3.2640, 3.2625, 0.3889)
O (-3.7102, 3.7980, 1.6657)
O (-4.0781, 3.7952, -0.8642)
O (-1.7603, 3.7121, 0.0170)
C (-0.6922, -0.0270, 0.7022)
C (-1.0628, -0.4542, 2.0967)
C (-1.1936, -1.9843, 2.1680)
C (-2.5912, -2.4804, 1.7595)
N (-2.6232, -3.7871, 1.1086)
C (0.5712, -0.2914, 0.2543)
C (0.9723, 0.0703, -1.0328)
H (4.8281, 0.3796, 2.1115)
H (3.7189, -0.9605, 2.1215)
H (5.2654, -1.0539, 1.1926)
H (4.2615, 0.9307, -0.0458)
H (4.1899, -1.1326, -1.2485)
H (2.9181, -1.6614, -0.1493)
H (3.5624, -0.0129, -3.0456)
H (2.1213, 1.0205, -4.5810)
H (-0.1748, 1.5604, -3.8934)
H (-1.9143, 1.4621, -2.1056)
H (-4.1269, 0.6934, -0.6433)
H (-3.5470, 3.7049, -1.6674)
H (-1.1293, 3.3158, 0.6292)
H (-1.9775, 0.0219, 2.4209)
H (-0.2339, -0.1762, 2.7412)
H (-0.4517, -2.4598, 1.5299)
H (-0.9823, -2.3219, 3.1794)
H (-3.2441, -2.4825, 2.6290)
H (-2.9998, -1.7602, 1.0515)
H (-1.8582, -4.3855, 1.3813)
H (-2.6515, -3.6924, 0.1066)
H (1.2379, -0.7848, 0.9378)

Summary:
net charge = +1
LUMO level = -4.611 eV
Kohn-Sham gap = 6.84 eV
strongest force on any atom = 1.20 eV Å⁻¹

Q: Among the records above, which one has the highest strongest force on any atom?
A: C43H46BBrN7O9Y